Molecular formula: C29H50P2Tc
Method: DFT, the ωB97M-V functional and the def2-TZVPD basis

Results
E_tot   -51639.685 eV
<S²>   3.83
Orbital gap (spin up / spin down)   7.1 / 6.0 eV
LUMO (spin up / spin down)   -0.2451 / -0.2891 Eh

```
! RIJCOSX wB97M-V def2-TZVPD def2/J DEFGRID3
* xyz 2 4
Tc -0.5312 0.8939 -1.4418
C -0.0893 0.9072 0.7581
C -0.5406 2.2063 0.3257
C -2.2292 0.6629 -0.1261
C -1.1488 -0.0210 0.5312
C -1.8832 2.0569 -0.1975
C 1.2121 0.5830 1.4096
H 1.8079 1.4846 1.5590
H 1.8008 -0.1220 0.8144
H 1.0613 0.1027 2.3819
C -1.1272 -1.4537 0.9045
H -0.2989 -1.6890 1.5777
H -1.0198 -2.0592 0.0056
H -2.0670 -1.7460 1.3825
C -3.4685 0.0367 -0.6495
H -3.8847 -0.6634 0.0730
H -3.2311 -0.5369 -1.5529
H -4.2038 0.8041 -0.8877
C -2.8162 3.1159 -0.6685
H -3.8098 2.9623 -0.2356
H -2.9546 3.0690 -1.7553
H -2.4575 4.1154 -0.4020
C 0.2725 3.4495 0.5158
H 0.4665 3.6452 1.5852
H -0.2427 4.3209 0.0997
H 1.2647 3.3640 0.0345
C 3.9572 -1.2879 -0.1924
C 4.8779 -0.7479 0.6343
C 5.5870 0.5627 0.4586
C 5.9895 0.9686 -1.0063
C 5.0743 1.8697 -1.7477
C 3.7400 1.6102 -1.9466
C 3.0337 0.1998 -1.9517
C 3.8853 -1.0391 -1.6920
H 6.5380 0.5194 1.0079
H 6.2053 0.0557 -1.5815
H 5.0189 1.3806 0.9408
H 4.8423 -0.9722 -2.2455
H 3.2501 -2.0610 0.2069
H 5.1025 -1.2557 1.5870
H 3.3409 -1.9127 -2.0983
H 2.2051 0.2835 -1.2108
H 3.1439 2.3523 -1.3615
H 2.4634 0.0080 -2.8930
H 6.9619 1.4844 -0.9320
H 5.4478 2.8758 -2.0569
P 2.2239 2.0919 -3.5793
C 3.2303 1.4309 -4.9943
C 2.6496 3.8798 -3.6337
P -0.9187 2.1431 -3.1848
C 0.5380 1.8740 -4.3171
C -0.7333 3.9843 -2.9889
C -2.4523 2.0460 -4.1595
H 2.6723 0.5493 -5.3413
H 4.2529 1.1144 -4.7487
H 3.2479 2.1422 -5.8415
H 3.2917 4.0445 -4.5088
H 3.1977 4.2004 -2.7458
H 1.7542 4.4930 -3.7346
H -2.2570 1.9040 -5.2248
H -3.0287 2.9757 -4.0225
H -3.0505 1.2019 -3.7955
H 0.4507 0.8445 -4.7093
H 0.4352 2.6002 -5.1456
H -1.5885 4.4246 -2.4639
H -0.6342 4.4814 -3.9635
H 0.1641 4.1913 -2.3900
C -2.6617 -3.5872 -3.5846
C -1.5105 -3.5113 -2.5801
C -1.9606 -4.1117 -1.2458
C -0.2660 -4.2570 -3.0725
C -1.1975 -2.0761 -2.3799
C -0.9536 -0.8834 -2.2086
H -2.9294 -4.6259 -3.8037
H -2.3775 -3.0739 -4.5106
H -3.5483 -3.0913 -3.1683
H -2.2508 -5.1638 -1.3518
H -1.1389 -4.0527 -0.5247
H -2.8258 -3.5536 -0.8655
H 0.1208 -3.8025 -3.9913
H 0.5297 -4.2297 -2.3169
H -0.5190 -5.3063 -3.2589
*
```

Here are the Löwdin charges for atoms 1 to 8, given in e: number 1, Tc, carries 1.097; number 2, C, carries -0.283; number 3, C, carries -0.304; number 4, C, carries -0.302; number 5, C, carries -0.262; number 6, C, carries -0.307; number 7, C, carries -0.011; number 8, H, carries 0.084